18
Properties=species:S:1:pos:R:3:forces:R:3 method="wB97M-V/def2-TZVPD" homo_lumo_gap_ev=8.10 spin_multiplicity=1 e_tot_ha=-343.93849 homo_ev=-7.627 e_above_lowest_kj_mol=520.4
C 0.683 0.204 -0.624 0.3 1.8 2.1
C -0.212 0.277 0.811 0.6 -1.5 -2.1
C 1.026 0.934 1.398 -0.4 0.4 3.4
C -1.025 -0.970 1.322 -1.2 2.6 -0.6
C -1.186 1.353 0.467 1.5 1.9 0.2
C 1.055 -1.676 -1.904 1.8 3.7 5.0
N 1.686 0.987 0.309 -1.6 0.4 -4.1
N 1.311 -1.022 -0.749 -1.8 -3.8 -4.7
H 0.151 0.733 -1.531 1.4 -1.0 1.3
H -2.013 -0.553 1.651 0.8 -0.3 0.0
H -0.679 -1.529 2.135 1.1 -0.8 1.0
H -1.339 -1.611 0.519 0.4 -0.5 -0.6
H -0.723 2.101 -0.176 0.3 0.2 0.0
H -1.471 1.941 1.323 -0.8 -0.2 0.5
H -1.925 0.966 -0.155 -1.9 -0.7 -0.5
H 2.404 1.636 -0.034 -0.1 -0.6 0.8
H 0.781 -1.169 -2.773 -1.3 0.8 -1.3
H 1.478 -2.601 -1.990 0.8 -2.5 -0.2